# 1
DFT (ωB97M-V/def2-TZVPD) results for a structure of composition C36H37BF4N7PPm at a distorted geometry.

Each line ends with the Löwdin spin population.
Element x y z (Å)
Pm -0.51042 -1.06098 0.45677  4.04
C 6.79613 0.31289 -0.73214  0.00
C 5.40688 -0.27996 -0.79504  0.00
C 4.92254 -0.94985 -1.95281  0.00
C 3.65353 -1.55984 -1.90839  0.00
C 2.78937 -1.46385 -0.71691  0.00
N 1.52873 -2.11522 -0.76519  -0.01
C 1.33070 -3.04526 -1.70331  0.00
C 2.12905 -4.19773 -1.82668  0.00
C 1.87264 -5.24914 -2.66069  0.00
C 0.83722 -5.14928 -3.64535  0.00
C 0.58894 -6.33507 -4.54497  0.00
C 0.01618 -3.98419 -3.60911  0.00
C 0.28555 -2.97901 -2.71807  0.00
N -0.32050 -1.66860 -2.97955  0.00
C -0.75557 -1.24645 -4.21069  0.00
C -1.13116 0.08146 -4.01251  0.00
C -0.84901 0.38550 -2.61076  0.00
N -0.46537 -0.68636 -1.96788  -0.01
C 3.30054 -0.80413 0.41991  0.00
C 4.60622 -0.21083 0.31359  0.00
N 2.74342 -0.83825 1.73778  0.00
C 3.45367 -0.67234 2.91041  0.00
C 2.54427 -0.79558 3.97116  0.00
C 1.27810 -1.03835 3.35115  0.00
N 1.36041 -1.01968 2.01788  -0.01
H 7.42843 -0.18269 -1.49067  0.00
H 7.25919 0.10364 0.23696  0.00
H 6.81627 1.38345 -0.91456  0.00
H 5.57052 -1.02555 -2.84058  0.00
H 3.19931 -2.03271 -2.81941  0.00
H 2.93351 -4.25249 -1.14563  0.00
H 2.46159 -6.16282 -2.54897  0.00
H 1.33382 -7.13524 -4.48665  0.00
H 0.49613 -5.95459 -5.55421  0.00
H -0.35632 -6.80952 -4.28303  0.00
H -0.67118 -3.75992 -4.37815  0.00
H -0.71742 -1.92033 -5.04433  0.00
H -1.42642 0.79301 -4.76835  0.00
H -0.88593 1.39578 -2.12846  0.00
H 5.00847 0.33022 1.23776  0.00
H 4.52326 -0.47724 2.90342  0.00
H 2.82790 -0.70062 5.01449  0.00
H 0.38056 -1.19381 3.91885  0.00
C 1.32495 2.76556 3.09411  0.00
P -0.08574 2.13240 2.03447  0.00
C -0.34671 3.62466 1.01577  0.00
C 0.12246 3.62758 -0.27459  0.00
C -0.03254 4.75218 -1.10391  0.00
C -0.61021 5.90845 -0.59648  0.00
C -1.09313 5.90093 0.74421  0.00
C -0.87124 4.82354 1.58000  0.00
C -1.47408 2.29668 3.22091  0.00
C -1.42999 1.93413 4.56686  0.00
C -2.57100 2.01169 5.37128  0.00
C -3.77962 2.43735 4.83403  0.00
C -3.81097 2.90733 3.54347  0.00
C -2.72371 2.70534 2.69695  0.00
H 1.89713 3.51547 2.52408  0.00
H 2.09755 2.00183 3.28022  0.00
H 0.95591 3.24244 3.98475  0.00
H 0.64369 2.75055 -0.62227  0.00
H 0.28283 4.78474 -2.11303  0.00
H -0.76373 6.75159 -1.24776  0.00
H -1.57905 6.82817 1.10740  0.00
H -1.16056 4.79477 2.67140  0.00
H -0.53547 1.58246 5.00846  0.00
H -2.44983 1.70589 6.39883  0.00
H -4.68985 2.31881 5.42728  0.00
H -4.74627 3.37261 3.19066  0.00
H -2.83098 2.94389 1.65936  0.00
C -5.46388 -0.71532 -0.47000  0.00
N -4.66708 0.51769 -0.79393  0.00
C -5.11954 1.45411 -1.83907  0.00
C -3.48070 0.55416 -0.29427  0.00
N -2.44655 0.48229 0.26243  -0.01
H -6.28081 -0.48632 0.27761  0.00
H -4.82138 -1.42046 -0.02976  0.00
H -5.90897 -1.07809 -1.39640  0.00
H -5.12039 0.96214 -2.81396  0.00
H -4.35683 2.26151 -1.85800  0.00
H -6.08999 1.87970 -1.59601  0.00
F -2.74416 -3.99477 1.62463  0.00
B -1.96465 -3.00013 1.18220  0.00
F -1.97796 -1.85158 2.10898  0.00
F -0.56871 -3.35422 1.02531  0.00
F -2.32197 -2.46021 -0.11325  0.00

Results
Spin multiplicity: 5
Charge: +1
M (g mol⁻¹): 830.52
Kohn-Sham gap (spin up / spin down) (eV): 6.5 / 7.0

=====

# 2
DFT (ωB97M-V/def2-TZVPD) results for a structure of composition C36H37N7O7Pm at a distorted geometry.

Each line ends with the Löwdin spin population.
Element x y z (Å)
Pm -0.66171 0.36648 -0.60957  4.04
N 1.27090 2.48966 -0.87586  0.00
C 2.68655 2.36890 -1.24477  0.00
C 3.20950 0.97200 -0.96165  0.00
N 2.49408 -0.04695 -1.71363  0.00
C 2.74530 -1.39297 -1.21557  0.00
C 1.70309 -2.39728 -1.67754  0.00
N 0.37881 -2.10677 -1.11247  0.00
C 2.73039 0.07226 -3.14890  0.00
C 1.57214 0.69305 -3.91158  0.00
N 0.33671 -0.00925 -3.60220  0.00
H 0.88643 3.37403 -1.18287  0.00
H 1.18169 2.42571 0.13616  0.00
H 3.32522 3.07330 -0.70256  0.00
H 2.79183 2.60805 -2.30366  0.00
H 3.07862 0.75624 0.09642  0.00
H 4.29238 0.95518 -1.17659  0.00
H 2.73256 -1.35919 -0.12512  0.00
H 3.74083 -1.76050 -1.51715  0.00
H 2.05405 -3.39173 -1.38750  0.00
H 1.62434 -2.39441 -2.76648  0.00
H 0.36666 -2.32559 -0.11677  0.00
H -0.32032 -2.72705 -1.50607  0.00
H 2.91668 -0.92286 -3.56628  0.00
H 3.64469 0.65250 -3.33496  0.00
H 1.82021 0.69115 -4.97949  0.00
H 1.43058 1.73254 -3.61295  0.00
H 0.33904 -0.95148 -3.97860  0.00
H -0.45604 0.46913 -4.00801  0.00
O -2.90865 -0.10023 -0.40177  0.00
C -2.79130 0.29482 0.80637  0.00
O -2.16047 1.33315 1.10592  -0.01
C -3.18409 -0.73822 1.81940  0.00
C -4.29676 -0.75238 2.58976  0.00
C -4.53951 -1.87478 3.40730  0.00
C -3.69213 -2.94983 3.40919  0.00
C -2.55893 -2.94727 2.60925  0.00
C -2.22951 -1.83033 1.77600  0.00
O -1.20203 -1.70298 1.05869  0.00
N -1.71822 -4.14316 2.66512  0.00
O -0.75777 -4.22562 1.91901  0.00
O -1.99679 -5.00421 3.48869  0.00
N -5.72496 -1.90287 4.25425  0.00
O -6.45950 -0.92809 4.23289  0.00
O -5.93105 -2.88735 4.94472  0.00
H -4.99226 0.07595 2.60172  0.00
H -3.89965 -3.80268 4.03507  0.00
C -4.07860 -0.17387 -5.38492  0.00
C -3.39081 -0.90301 -4.38309  0.00
C -2.67427 -0.23725 -3.43228  0.00
C -2.57139 1.18724 -3.40487  0.00
C -1.76521 1.84318 -2.40559  -0.01
C -1.77695 3.21631 -2.47437  0.00
C -2.49283 3.95840 -3.44977  0.00
C -3.22346 3.31884 -4.40741  0.00
C -3.27673 1.90001 -4.41116  0.00
C -4.02437 1.18949 -5.38979  0.00
H -4.65158 -0.70141 -6.13863  0.00
H -3.45513 -1.98451 -4.36191  0.00
H -2.17454 -0.81020 -2.65783  0.00
H -1.21890 3.79547 -1.73746  0.00
H -2.45892 5.04313 -3.43241  0.00
H -3.76618 3.87374 -5.16629  0.00
H -4.55441 1.75664 -6.14980  0.00
N 0.83126 0.59861 1.20527  -0.01
C 1.59715 0.45573 2.18851  0.00
C 2.47534 -0.77707 2.31579  0.00
C 3.85948 -0.67593 2.43701  0.00
C 4.65979 -1.81393 2.39214  0.00
C 4.07864 -3.06909 2.26019  0.00
C 2.69408 -3.18068 2.17606  0.00
C 1.90020 -2.04090 2.19874  0.00
C 1.68737 1.46649 3.32239  0.00
C 2.28678 1.15910 4.54319  0.00
C 2.31383 2.08532 5.58111  0.00
C 1.74506 3.33926 5.41076  0.00
C 1.13319 3.65198 4.20116  0.00
C 1.10212 2.72052 3.17495  0.00
H 4.31524 0.30277 2.54926  0.00
H 5.73774 -1.71974 2.46032  0.00
H 4.70107 -3.95548 2.23096  0.00
H 2.22307 -4.15383 2.08686  0.00
H 0.82405 -2.11972 2.09026  0.00
H 2.72837 0.18050 4.68784  0.00
H 2.77680 1.82290 6.52554  0.00
H 1.76658 4.06391 6.21694  0.00
H 0.66664 4.62098 4.06457  0.00
H 0.57878 2.93801 2.25237  0.00

Results
Spin multiplicity: 5
Charge: -1
M (g mol⁻¹): 824.73
Kohn-Sham gap (spin up / spin down) (eV): 7.3 / 7.3

=====

# 3
DFT (ωB97M-V/def2-TZVPD) results for a structure of composition C36H37NP2PtS at a distorted geometry.

Each line ends with the Löwdin spin population.
Element x y z (Å)
Pt 1.80295 -1.02495 -3.37776  1.08
C -2.01374 -0.04404 -0.26078  0.00
C -2.72482 -0.12996 -1.37420  0.00
C -3.24890 0.98742 -2.24911  0.00
C -2.16462 1.79018 -3.00295  0.00
C -0.97241 2.32132 -2.25126  0.00
C -0.91737 2.52388 -0.92706  0.00
C -2.04830 2.40163 0.02581  0.00
C -1.99297 1.06362 0.74710  0.00
C 3.15915 -0.06746 -2.10991  0.25
H -1.52618 -0.96264 0.11691  0.00
H -3.17389 -1.12258 -1.62591  0.00
H -3.89086 1.74024 -1.76644  0.00
H -3.88681 0.54602 -3.03924  0.00
H -1.81443 1.19430 -3.86778  0.00
H -2.68309 2.68686 -3.37554  0.00
H -0.04974 2.37744 -2.85690  0.00
H 0.03844 2.71537 -0.43796  0.00
H -2.97371 2.47265 -0.54936  0.00
H -1.92778 3.19318 0.77058  0.00
H -1.06527 0.97936 1.32504  0.00
H -2.77083 0.96310 1.51856  0.00
H 3.44621 -0.47849 -1.11765  0.01
H 2.58399 0.84694 -1.94558  0.03
H 4.09057 0.18746 -2.62372  0.04
P 0.01064 -2.01227 -8.37583  0.29
P 1.83708 0.33137 -8.79165  0.32
C -0.74028 -0.49013 -8.98985  0.05
C 0.11975 0.49526 -9.34815  0.05
C -0.60647 -3.13731 -9.69607  0.04
C -1.69276 -2.85062 -10.53500  0.01
C -2.12661 -3.78860 -11.48502  0.01
C -1.44525 -5.00149 -11.64931  0.02
C -0.30284 -5.24949 -10.87354  0.00
C 0.11984 -4.32524 -9.91338  0.02
C -1.05700 -2.26774 -6.90148  0.18
C -0.80814 -1.42789 -5.80331  0.06
C -1.57439 -1.55202 -4.65878  0.04
C -2.61301 -2.48456 -4.58587  0.18
C -2.88913 -3.28530 -5.69403  0.03
C -2.10821 -3.19051 -6.84906  0.08
C 2.58304 0.88998 -10.38222  0.15
C 2.43197 0.05959 -11.51168  0.07
C 2.84415 0.50423 -12.77119  0.01
C 3.42753 1.77041 -12.93095  0.14
C 3.60659 2.57529 -11.79990  0.02
C 3.21191 2.13048 -10.53293  0.07
C 1.97123 1.83710 -7.75221  0.06
C 3.16874 2.00754 -7.03371  0.03
C 3.40858 3.21060 -6.37757  0.00
C 2.45006 4.22820 -6.39873  0.03
C 1.24137 4.02893 -7.06228  0.01
C 0.98153 2.82356 -7.71288  0.02
H -1.82684 -0.39550 -8.98860  0.00
H -0.15522 1.39328 -9.90988  0.00
H -2.20909 -1.89432 -10.46823  0.00
H -3.00123 -3.57157 -12.10393  0.00
H -1.80139 -5.74620 -12.37627  0.00
H 0.25709 -6.17530 -11.02480  0.00
H 1.01610 -4.51829 -9.32444  0.00
H -0.00260 -0.68720 -5.82539  0.00
H -1.31718 -0.94535 -3.79034  0.00
H -3.19684 -2.56333 -3.67196  0.01
H -3.71961 -3.98815 -5.66650  0.00
H -2.32422 -3.81810 -7.71265  0.00
H 1.97305 -0.92642 -11.40704  0.00
H 2.72269 -0.13546 -13.64754  0.00
H 3.74091 2.12320 -13.92128  0.01
H 4.06444 3.55955 -11.90516  0.00
H 3.38347 2.76327 -9.66249  0.00
H 3.90000 1.19849 -7.00142  0.00
H 4.34626 3.35263 -5.85007  0.00
H 2.65126 5.17855 -5.91066  0.00
H 0.48315 4.80715 -7.07873  0.00
H 0.01783 2.65795 -8.19140  0.00
S 0.32691 -2.25234 -2.25466  0.45
C 0.82854 -1.40242 -0.89056  0.04
N 1.11774 -1.00453 0.17839  0.06

Results
Spin multiplicity: 5
Charge: +2
M (g mol⁻¹): 772.79
Kohn-Sham gap (spin up / spin down) (eV): 6.6 / 1.6